# 1
C40H34CdN4O9S | wB97M-V/def2-TZVPD

Results
- LUMO energy: 3.42 eV
- 2S+1: 1
- Calculated total energy: -3006.7756 Ha
- Energy relative to the best compared isomer or geometry (same formula, charge and spin): 0.0 kcal/mol
- Molecular weight: 859.2 Da
- Max |F|: 0.74 eV/Å
- Charge: -2

CARTESIAN COORDINATES (ANGSTROEM)
Cd 0.340778 0.836924 0.537657
C -3.048464 1.498159 -1.703765
O -3.024849 2.867489 -2.110952
C -1.906727 3.611034 -1.812361
C -1.631647 4.661418 -2.652887
C -0.520040 5.495898 -2.446257
C 0.323560 5.212369 -1.394237
C 0.082600 4.133316 -0.529557
C 1.046433 3.895746 0.540442
N 1.093576 2.844362 1.262986
N 2.062572 2.829847 2.262177
C 1.966493 1.722260 2.961457
O 1.140138 0.758144 2.835803
C 3.001296 1.593330 4.056878
C 2.934083 0.502933 4.917280
C 3.870327 0.335367 5.932531
C 4.893326 1.259674 6.096509
C 4.969054 2.351427 5.236911
C 4.032236 2.517055 4.225015
C -1.095435 3.324396 -0.666515
O -1.417592 2.403421 0.164900
H -3.830637 1.032372 -2.306940
H -3.262073 1.384251 -0.645738
H -2.092622 1.006594 -1.895257
H -2.300807 4.825489 -3.493156
H -0.325436 6.325564 -3.116262
H 1.213741 5.814771 -1.229957
H 1.785980 4.676708 0.738615
H 2.129738 -0.206232 4.764421
H 3.803025 -0.521338 6.594457
H 5.627496 1.131519 6.884734
H 5.767788 3.075519 5.354328
H 4.075918 3.356123 3.542982
O 2.892328 0.925420 -0.057212
C 3.936652 -0.011201 0.109416
C 3.952078 -1.119270 -0.942333
C 2.630420 -1.887467 -1.106282
C 2.207445 -2.635035 0.128965
C 2.096409 -4.024535 0.164840
C 1.655443 -4.634290 1.329340
C 1.337143 -3.847061 2.425520
C 1.477282 -2.471544 2.303426
N 1.907673 -1.886393 1.189891
H 2.848054 1.226002 -0.990419
H 3.818766 -0.440878 1.100317
H 4.904522 0.504124 0.085875
H 4.753631 -1.821483 -0.679317
H 4.203949 -0.677539 -1.910566
H 2.717060 -2.587423 -1.940379
H 1.837277 -1.176777 -1.358967
H 2.340004 -4.610343 -0.714671
H 1.548982 -5.713416 1.375840
H 0.965706 -4.282977 3.345507
H 1.212641 -1.791184 3.108395
C -5.920032 -4.821805 4.058806
C -7.222032 -4.895358 3.296527
O -8.178064 -5.499113 3.719892
S -7.394101 -4.110084 1.699807
C -5.850557 -3.303030 1.395379
C -5.629414 -2.006195 1.860892
C -4.414478 -1.382115 1.632928
C -3.386577 -2.031447 0.923887
C -3.638752 -3.321672 0.441426
C -4.852474 -3.949619 0.674024
C -2.136570 -1.377277 0.707387
C -1.074638 -0.798171 0.543641
H -6.150150 -4.688985 5.115413
H -5.253982 -4.036975 3.715230
H -5.420232 -5.785162 3.941470
H -6.413359 -1.494928 2.407570
H -4.230290 -0.376081 1.988945
H -2.861268 -3.827662 -0.116915
H -5.029496 -4.951978 0.301963
O 2.719372 1.212456 -2.636546
C 1.474770 1.166629 -2.771004
O 0.601414 1.074288 -1.884157
C 0.960089 1.193935 -4.211024
C -0.395912 1.039816 -4.475596
C -0.862026 1.039048 -5.779671
C 0.047870 1.204242 -6.809343
C 1.401496 1.372052 -6.572917
C 1.850598 1.364819 -5.264079
N -0.437409 1.196508 -8.203815
O 0.376013 1.346552 -9.094308
O -1.620462 1.009031 -8.397546
H -1.068332 0.929323 -3.637314
H -1.910885 0.920883 -6.007526
H 2.073748 1.505147 -7.407593
H 2.898809 1.490252 -5.029230

Atoms 1-2, force components in eV/Å:
Cd 0.0 0.1 0.2
C 0.0 -0.1 -0.2

Results of the Mulliken charge analysis, in e, for atoms 1 through 6: Cd 3.128; C -0.148; O -0.525; C 0.513; C -0.540; C -0.593


# 2
C40H34F2N7O7Tc | wB97M-V/def2-TZVPD

Results
- LUMO energy (spin up / spin down): -3.05 / -3.06 eV
- ⟨S²⟩: 3.78
- 2S+1: 4
- Calculated total energy: -2734.9775 Ha
- Energy relative to the best compared isomer or geometry (same formula, charge and spin): 0.0 kcal/mol
- Molecular weight: 860.8 Da
- Max |F|: 0.50 eV/Å
- Charge: +1

CARTESIAN COORDINATES (ANGSTROEM)
Tc 0.819167 0.385380 0.063360
F -2.597308 2.124353 5.395964
C -2.396611 2.903578 4.304641
C -1.429827 2.542814 3.421214
C -1.230266 3.316546 2.274863
C -0.378504 2.804711 1.217198
O 0.269282 1.746162 1.456585
C -0.410122 3.485069 -0.018597
C -1.111202 4.659689 -0.094667
N -1.843566 5.181250 0.898348
C -2.611647 6.385474 0.668156
C -1.939334 7.536799 -0.006599
C -2.265124 7.612964 1.457052
C -1.989345 4.473516 2.087183
C -2.969032 4.830757 3.020152
C -3.217663 4.030918 4.116766
N -4.331887 4.341105 4.930802
C -4.374514 5.610382 5.613100
C -3.965511 5.474436 7.074627
N -4.883642 4.470415 7.728785
C -4.837596 3.127165 7.032794
C -5.164522 3.342095 5.560884
C 0.198279 3.000361 -1.312402
O 0.227326 3.747804 -2.266312
O 0.627493 1.773124 -1.338760
H -0.858697 1.636191 3.564536
H -1.106236 5.201722 -1.031399
H -3.653678 6.196877 0.439219
H -2.528912 8.109720 -0.705741
H -0.898279 7.422970 -0.271915
H -3.079133 8.247782 1.775916
H -1.436556 7.532885 2.146317
H -3.628065 5.661499 2.819627
H -5.392170 6.019573 5.562193
H -3.717192 6.330067 5.128432
H -4.053269 6.405904 7.632335
H -2.956096 5.074716 7.174885
H -5.841560 4.830756 7.699151
H -4.646707 4.362900 8.715600
H -5.555982 2.480555 7.533987
H -3.829922 2.751246 7.179154
H -6.204273 3.688947 5.485014
H -5.113053 2.398882 5.023114
C 1.130965 -7.059552 0.370021
C 1.887054 -6.513502 -0.829332
C 1.457338 -7.205358 -2.111467
C 2.246492 -6.679954 -3.293005
C 2.091490 -5.191206 -3.391931
C 2.190892 -4.542360 -4.597437
C 2.039029 -3.157821 -4.672419
F 2.147141 -2.583180 -5.877445
C 1.781767 -2.392876 -3.575345
C 1.672395 -3.035068 -2.331195
C 1.403343 -2.245145 -1.147860
O 1.243232 -0.987545 -1.316966
C 1.326883 -2.911750 0.080167
C 1.478008 -4.284295 0.087679
N 1.701166 -5.034305 -0.983944
C 1.822721 -4.425231 -2.236379
C 1.082993 -2.284765 1.426813
O 1.025591 -2.991436 2.412068
O 0.966087 -0.989207 1.470996
H 1.170842 -8.147011 0.325107
H 0.083583 -6.757496 0.344735
H 1.558190 -6.764456 1.325198
H 2.962182 -6.668775 -0.688272
H 0.385427 -7.047423 -2.262266
H 1.613916 -8.276752 -1.986498
H 1.921970 -7.145447 -4.223119
H 3.304360 -6.930494 -3.166109
H 2.383725 -5.096999 -5.505790
H 1.658865 -1.322508 -3.647045
H 1.400423 -4.778042 1.043509
O -1.307680 -0.074336 -0.055785
N -2.130190 0.622927 0.655575
C -3.338155 0.152958 0.800203
C -3.784837 -1.083977 0.235806
N -4.156097 -2.074226 -0.210286
C -4.181961 0.950736 1.642316
N -4.794065 1.632813 2.338505
C 5.485222 1.585472 0.683812
C 4.766706 1.016280 1.725110
C 3.434306 0.669499 1.546566
C 2.797091 0.896077 0.323412
C 3.530370 1.474233 -0.715148
C 4.865562 1.811086 -0.536033
H 6.525061 1.850789 0.822339
H 5.246779 0.833927 2.678361
H 2.888438 0.216699 2.363352
H 3.058088 1.665514 -1.670129
H 5.422349 2.253153 -1.352573

Atoms 1-2, force components in eV/Å:
Tc 0.3 0.1 0.0
F -0.1 0.1 0.0

Results of the Mulliken charge analysis, in e, for atoms 1 through 6: Tc 0.017; F -0.375; C 0.671; C -1.092; C 0.695; C 1.438